(1)
{"formula": "C41H52GeIN3O4SiTi", "method": "ωB97M-V/def2-TZVPD", "species": ["Ti", "C", "C", "C", "C", "C", "C", "Ge", "C", "C", "C", "C", "C", "C", "C", "C", "C", "C", "C", "C", "H", "H", "H", "H", "H", "H", "H", "H", "H", "H", "H", "H", "H", "H", "H", "O", "C", "O", "C", "C", "C", "C", "C", "C", "N", "O", "O", "H", "H", "H", "H", "C", "Si", "C", "C", "C", "C", "C", "C", "C", "C", "H", "H", "H", "H", "H", "H", "H", "H", "H", "H", "H", "H", "H", "H", "H", "H", "H", "H", "H", "H", "H", "I", "C", "H", "H", "N", "C", "N", "C", "C", "C", "C", "C", "H", "H", "H", "H", "H", "H", "H", "H", "H", "H"], "xyz": [[0.201, 0.068, 0.805], [-5.412, -2.944, 0.127], [-5.913, -1.647, 0.162], [-5.041, -0.569, 0.273], [-3.658, -0.755, 0.360], [-3.178, -2.065, 0.338], [-4.041, -3.150, 0.217], [-2.370, 0.774, 0.272], [-3.239, 2.226, 1.286], [-2.942, 3.565, 1.013], [-3.477, 4.597, 1.778], [-4.315, 4.305, 2.849], [-4.605, 2.980, 3.148], [-4.071, 1.954, 2.374], [-2.870, 1.190, -1.651], [-3.631, 2.286, -2.072], [-4.105, 2.390, -3.380], [-3.832, 1.389, -4.304], [-3.070, 0.292, -3.912], [-2.597, 0.203, -2.608], [-6.087, -3.787, 0.032], [-6.983, -1.478, 0.097], [-5.446, 0.440, 0.282], [-2.113, -2.244, 0.430], [-3.643, -4.159, 0.201], [-2.254, 3.806, 0.209], [-3.231, 5.628, 1.549], [-4.730, 5.106, 3.450], [-5.240, 2.742, 3.996], [-4.288, 0.922, 2.630], [-3.881, 3.066, -1.362], [-4.708, 3.244, -3.673], [-4.216, 1.458, -5.316], [-2.865, -0.505, -4.620], [-2.026, -0.674, -2.313], [1.657, 1.081, 1.485], [0.886, 2.038, 1.934], [-0.079, 2.386, 1.265], [1.164, 2.621, 3.277], [0.137, 3.284, 3.928], [0.330, 3.762, 5.215], [1.554, 3.597, 5.841], [2.568, 2.953, 5.162], [2.389, 2.438, 3.893], [3.884, 2.801, 5.821], [4.777, 2.295, 5.182], [3.995, 3.206, 6.959], [-0.814, 3.390, 3.418], [-0.480, 4.254, 5.735], [1.734, 3.950, 6.847], [3.187, 1.901, 3.403], [3.629, -1.471, 2.000], [2.560, -2.493, 0.837], [2.687, -4.291, 1.526], [1.909, -4.341, 2.850], [4.127, -4.736, 1.826], [2.042, -5.287, 0.553], [3.354, -2.273, -0.909], [3.761, -0.796, -1.057], [2.343, -2.610, -2.014], [4.609, -3.124, -1.131], [4.685, -1.724, 1.857], [3.376, -1.661, 3.047], [3.507, -0.400, 1.823], [2.260, -3.593, 3.567], [2.033, -5.330, 3.314], [0.840, -4.175, 2.701], [4.605, -4.075, 2.555], [4.754, -4.760, 0.935], [4.122, -5.749, 2.253], [1.004, -5.012, 0.342], [2.041, -6.298, 0.985], [2.578, -5.336, -0.400], [2.952, -0.114, -0.782], [4.041, -0.587, -2.101], [4.622, -0.555, -0.428], [1.502, -1.915, -2.009], [1.937, -3.620, -1.905], [2.833, -2.550, -2.997], [5.368, -2.942, -0.364], [5.058, -2.877, -2.105], [4.382, -4.192, -1.137], [-1.079, -0.387, 3.270], [0.775, -2.028, 0.739], [0.371, -2.474, -0.181], [0.266, -2.505, 1.579], [0.351, 0.300, -1.107], [0.516, 0.722, -2.174], [0.611, 1.307, -3.334], [1.449, 0.763, -4.407], [0.648, 0.659, -5.704], [-0.293, 1.870, -5.897], [0.094, 3.033, -4.987], [-0.048, 2.619, -3.530], [1.816, -0.210, -4.090], [2.319, 1.409, -4.545], [0.061, -0.261, -5.695], [1.362, 0.584, -6.528], [-1.315, 1.577, -5.650], [-0.291, 2.186, -6.941], [-0.557, 3.891, -5.157], [1.117, 3.360, -5.198], [-1.102, 2.507, -3.273], [0.393, 3.355, -2.856]], "mulliken_charge": [-0.74, -0.44, -0.75, -0.41, 0.35, -0.23, -0.68, 1.66, 0.14, -0.09, -0.74, -0.56, -0.66, -0.35, -0.16, -0.34, -0.68, -0.47, -0.67, -0.48, 0.34, 0.38, 0.34, 0.26, 0.41, 0.28, 0.39, 0.36, 0.39, 0.38, 0.34, 0.41, 0.39, 0.43, 0.32, -0.49, 0.92, -0.58, 0.21, -0.56, -0.65, -0.56, -0.04, -0.04, 1.06, -0.62, -0.65, 0.35, 0.44, 0.48, 0.61, -1.08, 0.25, 2.15, -1.99, -1.92, -1.80, 2.82, -1.60, -1.65, -2.15, 0.30, 0.38, 0.03, 0.30, 0.51, 0.42, 0.33, 0.31, 0.53, 0.27, 0.53, 0.28, 0.05, 0.48, 0.34, -0.03, 0.24, 0.54, 0.38, 0.52, 0.33, -0.38, -0.89, 0.31, 0.32, 0.11, 0.01, 0.28, -0.42, -0.80, -0.18, -1.12, 0.16, 0.07, 0.40, 0.31, 0.38, -0.13, 0.43, 0.48, 0.36, -0.18, 0.41], "charge": -1, "spin_multiplicity": 2, "homo_lumo_gap_ev": [5.975, 6.095]}

---

(2)
{"formula": "C41H53AlN3OPSi", "method": "ωB97M-V/def2-TZVPD", "species": ["Al", "C", "C", "C", "N", "H", "H", "H", "H", "H", "C", "C", "C", "C", "P", "N", "C", "C", "C", "C", "C", "C", "C", "C", "H", "H", "H", "H", "H", "H", "H", "H", "H", "H", "H", "H", "H", "H", "H", "H", "H", "H", "H", "H", "H", "H", "H", "H", "H", "H", "H", "O", "Si", "C", "C", "C", "C", "C", "C", "C", "C", "C", "C", "C", "C", "C", "C", "C", "C", "C", "C", "H", "H", "H", "H", "H", "H", "H", "H", "H", "H", "H", "H", "H", "H", "H", "C", "C", "C", "C", "C", "C", "C", "C", "N", "H", "H", "H", "H", "H", "H"], "xyz": [[0.430, -0.738, 0.164], [2.926, -3.353, -3.323], [3.073, -1.820, -3.405], [2.279, -1.237, -2.347], [1.520, -0.870, -1.540], [3.127, -3.813, -4.300], [1.965, -3.760, -2.980], [3.649, -3.781, -2.651], [2.874, -1.358, -4.422], [4.135, -1.588, -3.246], [-3.465, -3.034, -0.746], [-3.229, -1.990, -1.810], [-4.455, -1.706, -2.635], [-2.097, -2.534, -2.748], [-2.627, -0.399, -0.813], [-1.304, -0.874, -0.214], [-2.410, 1.069, -2.020], [-1.762, 0.508, -3.278], [-1.483, 2.101, -1.345], [-3.759, 1.780, -2.454], [-3.895, 0.156, 0.468], [-3.901, -0.888, 1.638], [-5.397, 0.351, 0.153], [-3.404, 1.485, 1.127], [-3.498, -4.051, -1.296], [-4.412, -2.869, -0.227], [-2.616, -3.110, -0.078], [-4.654, -2.578, -3.258], [-4.134, -0.922, -3.432], [-5.372, -1.472, -2.048], [-2.255, -3.511, -3.137], [-1.127, -2.511, -2.240], [-2.018, -1.954, -3.701], [-0.865, -0.096, -3.020], [-1.600, 1.273, -4.050], [-2.521, -0.208, -3.714], [-0.823, 1.537, -0.661], [-1.814, 3.017, -0.933], [-0.779, 2.432, -2.155], [-4.483, 1.120, -2.950], [-3.452, 2.586, -3.189], [-4.205, 2.341, -1.600], [-4.380, -1.829, 1.451], [-4.435, -0.512, 2.569], [-2.869, -1.049, 1.954], [-6.022, -0.577, 0.124], [-5.520, 0.903, -0.836], [-5.900, 0.944, 0.930], [-2.323, 1.458, 1.460], [-4.064, 1.783, 1.947], [-3.488, 2.341, 0.491], [0.938, 0.857, 0.708], [2.079, 1.916, 0.942], [3.524, 1.237, 1.923], [4.865, 1.534, 1.739], [5.854, 0.724, 2.289], [5.576, -0.162, 3.290], [4.255, -0.399, 3.606], [3.215, 0.332, 3.007], [1.491, 3.458, 1.935], [2.299, 4.627, 1.866], [2.109, 5.722, 2.684], [1.128, 5.722, 3.631], [0.244, 4.651, 3.727], [0.396, 3.508, 2.859], [2.652, 2.682, -0.646], [3.714, 2.201, -1.382], [4.186, 2.878, -2.521], [3.699, 4.177, -2.818], [2.622, 4.688, -2.126], [2.045, 3.859, -1.120], [5.164, 2.342, 1.034], [6.912, 0.902, 2.087], [6.367, -0.653, 3.800], [3.964, -1.104, 4.425], [2.255, 0.379, 3.474], [3.060, 4.659, 1.107], [2.790, 6.578, 2.642], [1.057, 6.550, 4.303], [-0.548, 4.577, 4.466], [-0.376, 2.747, 2.917], [4.191, 1.254, -1.065], [5.080, 2.542, -3.066], [4.233, 4.783, -3.560], [2.237, 5.720, -2.356], [1.089, 4.211, -0.696], [1.295, -2.176, 1.315], [0.569, -3.378, 1.593], [-0.034, -3.541, 2.886], [-0.595, -4.711, 3.324], [-0.577, -5.866, 2.470], [-0.051, -5.808, 1.184], [0.447, -4.577, 0.734], [-0.960, -7.134, 3.069], [-1.322, -8.040, 3.703], [2.199, -2.350, 0.679], [1.631, -1.554, 2.115], [-0.051, -2.671, 3.580], [-1.094, -4.788, 4.266], [0.113, -6.734, 0.604], [0.903, -4.559, -0.298]], "mulliken_charge": [-2.64, -1.17, -0.49, 0.76, 0.31, 0.36, 0.27, 0.37, 0.36, 0.27, -1.97, 1.94, -1.58, -1.51, 0.28, 0.46, 2.90, -1.77, -2.22, -1.93, 1.89, -1.69, -1.72, -2.01, 0.50, 0.23, 0.46, 0.53, 0.28, 0.17, 0.62, 0.07, 0.30, 0.12, 0.63, 0.32, 0.29, 0.34, 0.51, 0.23, 0.49, 0.38, 0.40, 0.42, 0.18, 0.34, 0.23, 0.44, 0.19, 0.63, 0.29, 1.49, -0.77, 0.29, -0.08, -0.85, -0.52, -0.42, -0.58, 0.72, -0.20, -0.81, -0.44, -0.61, -0.48, 0.82, 0.05, -0.94, -0.42, -0.90, -0.13, 0.40, 0.35, 0.44, 0.33, 0.55, 0.36, 0.36, 0.39, 0.39, 0.23, 0.53, 0.37, 0.37, 0.35, 0.55, -0.70, 0.31, -0.21, -1.00, 0.74, -0.95, 0.25, -0.16, -0.52, 0.50, 0.19, 0.31, 0.44, 0.37, 0.18], "charge": 0, "homo_lumo_gap_ev": 7.684}

---

Short version: energy above the lowest of the compared OMol25 structures with the same formula, charge and spin = 0.0 14.8 kJ/mol, in the order given.